[1]
Computed, not measured: C14H17N5O in the gas phase in a non-equilibrium geometry, with ωB97M-V with the def2-TZVPD basis set.

XYZ file:
```
37
Properties=species:S:1:pos:R:3:forces:R:3
O 0.630418 2.636744 0.542972 -0.035 0.273 0.006
C 0.346117 1.481208 0.293241 -0.130 -0.155 -0.026
N 1.263895 0.523094 0.052147 0.121 -0.360 0.028
H 0.965015 -0.406372 -0.191813 -0.149 0.101 -0.035
C 2.691486 0.768728 0.097460 0.240 0.308 0.171
C 3.358029 0.416858 -1.245902 0.156 -0.031 0.028
C 4.084198 -0.929852 -1.203421 -0.192 -0.061 -0.149
C 3.274779 -1.949382 -0.410499 0.243 -0.023 0.010
C 3.174296 -1.531494 1.063779 0.008 0.060 0.007
C 3.330163 -0.016563 1.245008 -0.162 0.055 -0.029
H 4.387155 0.248144 1.282701 0.062 0.027 0.039
H 2.879732 0.291067 2.189899 0.075 0.069 0.013
H 3.955289 -2.028879 1.641158 -0.060 -0.053 0.034
H 2.218013 -1.859970 1.475471 0.020 -0.034 0.079
H 2.280778 -2.031714 -0.858032 -0.059 -0.072 -0.058
H 3.739112 -2.934020 -0.484331 -0.123 -0.038 -0.040
H 5.064624 -0.814021 -0.739193 0.095 -0.018 -0.020
H 4.244040 -1.287419 -2.221973 0.106 0.014 0.016
H 4.066016 1.199887 -1.518652 -0.027 0.057 -0.043
H 2.586255 0.394353 -2.018411 0.028 0.047 -0.022
H 2.784816 1.841607 0.294487 -0.016 -0.224 -0.062
C -1.077449 1.021190 0.210021 -0.243 0.086 0.054
C -2.028888 1.942490 -0.217336 0.159 -0.091 0.077
C -3.362186 1.596179 -0.306320 -0.130 -0.209 0.035
C -3.755728 0.312321 0.055406 0.974 0.011 0.128
C -2.818448 -0.612126 0.505832 -0.217 0.014 -0.044
C -1.486237 -0.256845 0.579873 0.014 0.238 -0.116
H -0.775001 -0.976132 0.958434 0.073 -0.065 0.036
H -3.153440 -1.596602 0.792285 0.021 -0.041 0.036
N -5.095372 -0.081271 -0.018654 -1.618 0.379 -0.237
C -6.229338 0.632234 -0.249547 0.482 -0.424 0.133
N -7.244889 -0.186322 -0.220157 -0.476 0.991 -0.222
N -6.743016 -1.392768 0.024231 -0.493 -0.822 0.100
N -5.488428 -1.355147 0.148002 1.243 -0.424 0.164
H -6.281554 1.685533 -0.415445 0.048 0.266 -0.034
H -4.083558 2.318312 -0.654955 -0.062 0.065 -0.050
H -1.700682 2.936966 -0.477751 0.022 0.084 -0.005
```
Forces are in eV/Å.

- Total charge: 0
- Calculated total energy: -892.69443 Eh
- LUMO: -0.0004 Ha
- E_HOMO: -0.3495 Eh
- Energy above the lowest of the compared OMol25 structures with the same formula, charge and spin: 115.57 kJ/mol

***

[2]
Computed, not measured: C14H17N7O2S in the gas phase in a non-equilibrium geometry, with ωB97M-V with the def2-TZVPD basis set.

XYZ file:
```
41
Properties=species:S:1:pos:R:3:forces:R:3
O 1.222864 -3.427867 -1.912518 -2.090 1.333 1.925
O -0.369105 2.672994 1.484473 1.088 0.614 2.155
N -0.495309 -0.609771 -0.712615 -1.119 -0.894 -1.824
N -3.953327 1.885604 -1.193968 -1.957 -3.081 3.400
N 3.062321 -4.619659 1.654915 0.884 1.209 -0.622
S 1.147967 0.127725 0.978760 0.208 0.555 0.396
C 0.226972 -2.867717 -1.400607 1.441 -1.620 -3.341
C -1.245105 2.453685 0.711045 0.087 1.984 -1.594
C -0.201375 0.476699 -0.075377 1.606 -4.836 0.488
C -3.580393 2.981418 -1.654766 0.259 -3.398 -2.675
C 0.318411 -1.691513 -0.519832 -1.040 0.210 -1.510
C 1.264671 -1.519530 0.353878 3.319 0.631 3.242
C 2.186936 -3.825573 0.968812 1.914 -0.926 2.239
C 4.233861 -4.087570 2.069354 -0.498 -1.383 0.178
C 3.576199 -1.914919 1.351669 0.638 -1.572 0.554
C 2.332309 -2.450086 0.901714 0.885 1.736 -0.492
C 4.581659 -2.779656 1.873884 1.151 2.423 1.030
N -3.654526 3.152302 -3.031313 0.592 2.424 -1.010
N -1.113856 1.417502 -0.150891 -4.675 3.117 -0.935
N 5.873324 -2.241725 2.378503 -1.234 -1.606 -0.535
N -2.800646 3.778846 -0.963467 0.369 0.329 1.734
C -1.166457 -3.179394 -1.897001 0.749 -0.969 -1.442
C -2.104330 4.921104 0.974914 1.100 1.087 0.015
C -2.372892 3.538915 0.431188 -0.652 0.427 -1.362
H -4.510332 1.156091 -1.666328 0.590 1.373 -0.239
H 1.373341 -4.424566 0.693699 -1.441 0.002 -0.775
H 4.950405 -4.701647 2.648982 -0.721 -0.053 -0.480
H 3.872331 -0.884961 1.434898 -0.638 0.567 -0.513
H -4.334563 2.560848 -3.424941 -0.636 -0.725 -0.486
H -2.787404 3.120220 -3.566665 -0.299 0.211 0.442
H -2.050539 1.272237 -0.652796 1.645 -0.599 0.362
H 5.988285 -1.246579 2.409457 -0.119 0.026 -0.001
H 6.572528 -2.781152 2.947087 -1.691 0.632 -1.062
H -2.194303 4.151396 -1.600311 2.310 2.074 -1.217
H -1.290458 -2.858919 -2.991772 0.273 -0.648 1.602
H -1.754600 -2.587907 -1.291860 -1.956 1.259 0.895
H -1.468419 -4.233485 -1.726023 0.486 0.511 -0.425
H -2.730196 5.751465 0.625633 -0.550 -0.870 -0.392
H -2.182609 4.996311 2.032053 0.231 -0.340 1.028
H -1.120080 5.285948 0.693191 0.440 -0.260 0.140
H -3.303561 3.232884 0.814941 -0.951 -0.952 1.109
```
Forces are in eV/Å.

- Total charge: 0
- Calculated total energy: -1475.58269 Eh
- LUMO: 0.0042 Ha
- E_HOMO: -0.3036 Eh
- Energy above the lowest of the compared OMol25 structures with the same formula, charge and spin: 196.21 kJ/mol